# 1
{
  "formula": "C5H10N2O",
  "method": "wB97M-V/def2-TZVPD",
  "elements": ["C", "C", "C", "C", "N", "C", "O", "N", "H", "H", "H", "H", "H", "H", "H", "H", "H", "H"],
  "positions_angstrom": [[-1.26, -0.18, -1.25], [1.71, -0.56, 1.77], [-0.59, -0.93, 0.75], [0.57, -0.27, 0.83], [0.29, 1.91, -0.24], [0.70, 0.62, -0.30], [-1.28, 0.84, -2.24], [-1.24, -1.98, 0.92], [-0.64, 0.62, -2.93], [-2.25, -1.89, 0.97], [-0.57, 2.09, 0.27], [0.31, 2.44, -1.10], [-2.23, -0.11, -0.76], [-1.07, -1.16, -1.68], [1.52, 0.47, -1.01], [2.63, -0.72, 1.20], [1.51, -1.45, 2.36], [1.91, 0.27, 2.46]],
  "lowdin_charge": [-0.157, -0.051, -0.246, -0.308, 0.083, -0.161, -0.137, 0.122, 0.079, 0.058, 0.116, 0.097, 0.067, 0.074, 0.136, 0.080, 0.077, 0.071],
  "homo_ev": [-7.3050, -7.3041],
  "energy_ev": -10370.0351,
  "molar_mass_g_mol": 114.15,
  "max_force_ev_per_a": 1.6,
  "lumo_ev": [0.644, 0.644],
  "e_above_lowest_kcal_mol": 121.5,
  "homo_lumo_gap_ev": [7.95, 7.95]
}

# 2
{
  "formula": "C4H11NOS",
  "method": "wB97M-V/def2-TZVPD",
  "elements": ["C", "C", "C", "C", "N", "O", "S", "H", "H", "H", "H", "H", "H", "H", "H", "H", "H", "H"],
  "positions_angstrom": [[2.06, -0.40, 0.23], [1.97, -0.52, 1.72], [-2.81, -0.75, 0.02], [-2.79, 0.38, -0.71], [0.83, 1.50, -1.39], [0.13, -0.66, -1.52], [0.33, 0.22, -0.40], [1.87, -1.36, -0.23], [0.93, -0.70, 2.04], [2.58, -1.35, 2.04], [2.33, 0.40, 2.28], [-2.65, -0.63, 1.09], [-3.16, -1.67, -0.44], [2.95, 0.04, -0.13], [-2.58, 1.33, -0.19], [-2.96, 0.20, -1.72], [-0.01, 1.64, -1.94], [0.96, 2.32, -0.76]],
  "lowdin_charge": [-0.323, -0.191, -0.093, -0.119, -0.199, -0.512, 0.810, 0.061, 0.061, 0.062, 0.089, 0.048, 0.057, 0.072, 0.058, 0.033, 0.029, 0.057],
  "homo_ev": -8.8880,
  "energy_ev": -18696.2828,
  "molar_mass_g_mol": 121.20,
  "max_force_ev_per_a": 3.5,
  "lumo_ev": 0.637,
  "e_above_lowest_kcal_mol": 83.8,
  "homo_lumo_gap_ev": 9.53
}

# 3
{
  "formula": "C22H63NO8",
  "method": "wB97M-V/def2-TZVPD",
  "elements": ["N", "H", "H", "H", "H", "C", "O", "H", "H", "H", "C", "C", "C", "O", "H", "H", "H", "H", "H", "H", "H", "H", "C", "C", "C", "O", "H", "H", "H", "H", "H", "H", "H", "H", "C", "C", "C", "O", "H", "H", "H", "H", "H", "H", "H", "H", "C", "C", "C", "O", "H", "H", "H", "H", "H", "H", "H", "H", "C", "C", "C", "O", "H", "H", "H", "H", "H", "H", "H", "H", "C", "C", "C", "O", "H", "H", "H", "H", "H", "H", "H", "H", "C", "C", "C", "O", "H", "H", "H", "H", "H", "H", "H", "H"],
  "positions_angstrom": [[0.20, -1.15, 0.10], [-0.05, -1.96, -0.48], [-0.66, -0.61, 0.39], [0.80, -0.50, -0.42], [0.66, -1.42, 0.98], [-1.94, 0.48, 2.49], [-1.78, 0.23, 1.13], [-1.42, -0.26, 3.11], [-1.58, 1.49, 2.77], [-2.99, 0.41, 2.80], [2.53, -2.73, 4.38], [1.84, -1.74, 3.44], [2.47, -0.36, 3.52], [1.84, -2.24, 2.12], [2.55, -2.44, 5.43], [3.56, -2.88, 4.03], [2.02, -3.69, 4.34], [0.80, -1.66, 3.78], [3.52, -0.43, 3.23], [2.48, 0.05, 4.53], [2.00, 0.32, 2.80], [2.76, -2.38, 1.83], [0.69, 1.67, -3.07], [2.04, 1.12, -2.64], [3.14, 2.17, -2.66], [1.92, 0.58, -1.31], [0.70, 1.86, -4.15], [0.50, 2.66, -2.66], [-0.12, 0.96, -2.90], [2.34, 0.29, -3.27], [3.36, 2.48, -3.68], [4.06, 1.76, -2.25], [2.89, 3.08, -2.10], [1.59, 1.31, -0.76], [-2.08, -1.71, -2.73], [-1.17, -2.93, -2.72], [0.14, -2.73, -3.46], [-0.83, -3.30, -1.36], [-1.67, -0.86, -2.19], [-3.02, -1.92, -2.21], [-2.28, -1.43, -3.76], [-1.67, -3.79, -3.18], [0.84, -2.03, -3.01], [-0.12, -2.29, -4.43], [0.62, -3.68, -3.68], [-1.67, -3.51, -0.93], [-5.58, -0.40, 1.08], [-4.83, -1.72, 1.08], [-5.67, -2.88, 0.58], [-3.75, -1.61, 0.14], [-4.91, 0.45, 0.95], [-6.21, -0.24, 1.96], [-6.26, -0.33, 0.22], [-4.41, -1.94, 2.07], [-5.17, -3.83, 0.79], [-5.91, -2.77, -0.47], [-6.59, -2.95, 1.17], [-3.18, -0.88, 0.45], [-2.61, 3.32, -2.58], [-2.62, 2.61, -1.25], [-3.82, 2.96, -0.37], [-2.54, 1.21, -1.48], [-2.64, 4.40, -2.42], [-3.45, 3.03, -3.22], [-1.69, 3.08, -3.11], [-1.73, 2.93, -0.69], [-3.92, 4.04, -0.31], [-3.64, 2.59, 0.64], [-4.73, 2.51, -0.76], [-2.31, 0.80, -0.63], [3.90, -2.27, -0.92], [5.03, -2.15, 0.08], [5.39, -0.67, 0.28], [4.54, -2.68, 1.31], [4.13, -1.73, -1.83], [2.97, -1.89, -0.50], [3.77, -3.32, -1.21], [5.97, -2.62, -0.23], [4.51, -0.02, 0.37], [5.95, -0.29, -0.58], [6.07, -0.56, 1.13], [5.17, -2.54, 2.03], [2.27, 3.16, 1.29], [0.77, 2.99, 1.41], [0.02, 4.29, 1.20], [0.35, 1.94, 0.54], [2.53, 3.65, 0.35], [2.81, 2.21, 1.34], [2.65, 3.74, 2.13], [0.57, 2.67, 2.45], [-1.06, 4.15, 1.24], [0.25, 4.71, 0.22], [0.32, 5.00, 1.97], [-0.51, 1.60, 0.88]],
  "lowdin_charge": [0.274, 0.083, 0.051, 0.070, 0.087, -0.244, -0.422, 0.063, 0.059, 0.062, -0.048, -0.485, -0.041, -0.075, 0.081, 0.071, 0.083, 0.132, 0.076, 0.085, 0.066, 0.056, -0.049, -0.458, -0.052, -0.113, 0.089, 0.078, 0.071, 0.132, 0.084, 0.075, 0.074, 0.050, -0.045, -0.450, -0.050, -0.085, 0.054, 0.072, 0.089, 0.135, 0.068, 0.083, 0.079, 0.098, -0.052, -0.481, -0.067, -0.094, 0.056, 0.079, 0.083, 0.133, 0.073, 0.082, 0.079, 0.033, -0.047, -0.503, -0.048, -0.070, 0.080, 0.085, 0.052, 0.105, 0.076, 0.066, 0.082, 0.036, -0.042, -0.454, -0.055, -0.073, 0.086, 0.062, 0.087, 0.137, 0.071, 0.081, 0.077, 0.095, -0.049, -0.492, -0.048, -0.086, 0.074, 0.065, 0.085, 0.129, 0.073, 0.084, 0.084, 0.053],
  "homo_ev": -8.2900,
  "energy_ev": -41706.5854,
  "molar_mass_g_mol": 469.74,
  "max_force_ev_per_a": 1.7,
  "lumo_ev": 0.553,
  "e_above_lowest_kcal_mol": 0.0,
  "homo_lumo_gap_ev": 8.84
}

# 4
{
  "formula": "C16H19AlN2O4PS",
  "method": "wB97M-V/def2-TZVPD",
  "elements": ["N", "P", "O", "O", "Al", "S", "C", "C", "N", "H", "H", "H", "H", "H", "H", "H", "H", "H", "H", "H", "C", "C", "C", "C", "C", "C", "C", "O", "C", "C", "C", "C", "C", "C", "C", "O", "H", "H", "H", "H", "H", "H", "H", "H"],
  "positions_angstrom": [[-4.95, 1.03, -3.92], [-4.34, -0.13, -3.05], [-4.23, -1.53, -3.90], [-5.47, -0.55, -1.92], [-2.22, 0.16, -1.98], [-2.08, 2.28, -1.14], [-0.71, -0.27, -3.23], [-0.34, 0.89, -4.12], [-1.48, 1.22, -4.99], [-5.87, 1.28, -3.57], [-5.01, -1.59, -4.47], [-5.13, -1.33, -1.46], [-2.23, -0.89, -0.74], [-1.63, 2.00, 0.08], [-1.03, -1.12, -3.84], [0.17, -0.61, -2.67], [0.58, 0.70, -4.70], [-0.13, 1.76, -3.50], [-1.41, 0.74, -5.88], [-1.52, 2.21, -5.19], [-0.27, -0.88, 5.55], [0.81, -1.68, 5.91], [1.94, -1.73, 5.11], [1.99, -0.98, 3.94], [0.91, -0.18, 3.58], [-0.22, -0.13, 4.39], [0.93, 0.62, 2.32], [0.01, 1.35, 2.01], [2.13, 0.50, 1.44], [2.12, 1.17, 0.22], [3.22, 1.07, -0.61], [4.33, 0.32, -0.23], [4.33, -0.35, 0.98], [3.22, -0.27, 1.82], [3.22, -1.03, 3.10], [4.19, -1.69, 3.45], [-1.15, -0.85, 6.17], [0.77, -2.27, 6.81], [2.79, -2.34, 5.38], [-1.05, 0.49, 4.09], [1.25, 1.74, -0.07], [3.22, 1.58, -1.57], [5.19, 0.25, -0.88], [5.18, -0.95, 1.29]],
  "lowdin_charge": [-0.259, 0.384, -0.277, -0.279, -0.056, 0.307, -0.329, -0.417, -0.006, -0.063, 0.045, 0.034, -0.097, -0.304, 0.036, 0.030, 0.083, 0.065, 0.059, 0.058, -0.062, -0.067, -0.011, -0.082, -0.075, 0.001, -0.271, 0.111, -0.074, 0.016, -0.048, -0.063, -0.012, -0.087, -0.278, 0.094, 0.105, 0.102, 0.116, 0.123, 0.119, 0.110, 0.103, 0.116],
  "homo_ev": -4.3842,
  "total_charge": -1,
  "energy_ev": -54796.4561,
  "molar_mass_g_mol": 393.36,
  "max_force_ev_per_a": 0.9,
  "lumo_ev": 0.928,
  "homo_lumo_gap_ev": 5.31
}

# 5
{
  "formula": "C2HClN2O",
  "method": "wB97M-V/def2-TZVPD",
  "elements": ["N", "C", "C", "N", "O", "Cl", "H"],
  "positions_angstrom": [[1.15, 0.36, 2.42], [0.31, 0.41, 1.60], [-0.52, 0.43, 0.55], [-1.36, -0.21, -0.05], [-2.19, -0.54, -0.81], [1.61, 0.10, -1.36], [1.00, -0.56, -2.36]],
  "lowdin_charge": [0.178, -0.264, -0.091, -0.100, 0.102, 0.325, -0.150],
  "homo_ev": -10.4625,
  "energy_ev": -19636.2455,
  "molar_mass_g_mol": 104.50,
  "smiles": "N#CC#[N+][O-].Cl",
  "max_force_ev_per_a": 5.4,
  "lumo_ev": -0.624,
  "e_above_lowest_kcal_mol": 84.6,
  "homo_lumo_gap_ev": 9.84
}

# 6
{
  "formula": "C5H11NO",
  "method": "wB97M-V/def2-TZVPD",
  "elements": ["O", "C", "C", "C", "C", "C", "N", "H", "H", "H", "H", "H", "H", "H", "H", "H", "H", "H"],
  "positions_angstrom": [[0.89, -3.16, -1.25], [-0.12, -2.50, -0.94], [-0.55, -1.08, -1.30], [-0.98, -0.36, 0.01], [0.13, 0.12, 0.92], [0.97, 1.30, 0.44], [0.69, 2.59, 1.06], [-1.05, -2.96, -0.51], [0.13, -0.41, -1.86], [-1.43, -1.06, -1.98], [-1.57, -1.06, 0.63], [-1.76, 0.38, -0.19], [0.72, -0.80, 1.07], [-0.07, 0.44, 1.94], [0.93, 1.42, -0.65], [2.05, 1.01, 0.43], [1.31, 3.35, 0.94], [-0.28, 2.78, 1.23]],
  "mulliken_spin": [0.200, 0.590, -0.013, 0.249, 0.151, 0.035, 0.035, 0.035, -0.028, 0.038, -0.024, -0.137, -0.098, -0.005, 0.010, -0.003, -0.016, -0.019],
  "homo_ev": [0.7216, -3.1972],
  "total_charge": -1,
  "energy_ev": -8898.6592,
  "molar_mass_g_mol": 101.15,
  "max_force_ev_per_a": 2.6,
  "lumo_ev": [3.875, 3.763],
  "e_above_lowest_kcal_mol": 34.7,
  "homo_lumo_gap_ev": [3.15, 6.96],
  "multiplicity": 2
}

> Number 3 is which compound?

C22H63NO8

Repeat the sixth record exactly.
{
  "formula": "C5H11NO",
  "method": "wB97M-V/def2-TZVPD",
  "elements": ["O", "C", "C", "C", "C", "C", "N", "H", "H", "H", "H", "H", "H", "H", "H", "H", "H", "H"],
  "positions_angstrom": [[0.89, -3.16, -1.25], [-0.12, -2.50, -0.94], [-0.55, -1.08, -1.30], [-0.98, -0.36, 0.01], [0.13, 0.12, 0.92], [0.97, 1.30, 0.44], [0.69, 2.59, 1.06], [-1.05, -2.96, -0.51], [0.13, -0.41, -1.86], [-1.43, -1.06, -1.98], [-1.57, -1.06, 0.63], [-1.76, 0.38, -0.19], [0.72, -0.80, 1.07], [-0.07, 0.44, 1.94], [0.93, 1.42, -0.65], [2.05, 1.01, 0.43], [1.31, 3.35, 0.94], [-0.28, 2.78, 1.23]],
  "mulliken_spin": [0.200, 0.590, -0.013, 0.249, 0.151, 0.035, 0.035, 0.035, -0.028, 0.038, -0.024, -0.137, -0.098, -0.005, 0.010, -0.003, -0.016, -0.019],
  "homo_ev": [0.7216, -3.1972],
  "total_charge": -1,
  "energy_ev": -8898.6592,
  "molar_mass_g_mol": 101.15,
  "max_force_ev_per_a": 2.6,
  "lumo_ev": [3.875, 3.763],
  "e_above_lowest_kcal_mol": 34.7,
  "homo_lumo_gap_ev": [3.15, 6.96],
  "multiplicity": 2
}